(1)
{
  "formula": "C2H2OS3",
  "method": "the ωB97M-V functional and the def2-TZVPD basis",
  "species": ["C", "C", "H", "H", "O", "S", "S", "S"],
  "positions_angstrom": [[-0.5756, 0.4838, 0.1554], [0.4883, -0.5788, 0.1636], [-2.0551, -1.3070, -0.5215], [2.0437, 1.1520, -0.2162], [0.0942, -1.6734, 0.5319], [-2.2541, -0.0533, -0.1515], [0.0250, 2.0632, 0.2207], [2.2335, -0.0865, -0.1822]],
  "nbo_charge": [-0.353, 0.351, 0.155, 0.135, -0.520, 0.158, 0.056, 0.019],
  "multiplicity": 1,
  "e_above_lowest_kj_mol": 82.64,
  "homo_lumo_gap_ev": 7.67,
  "homo_ev": -9.42,
  "smiles": "O=C(S)C(=S)S",
  "total_charge": 0
}

=====

(2)
{
  "formula": "C2H2OS3",
  "method": "the ωB97M-V functional and the def2-TZVPD basis",
  "species": ["C", "C", "H", "H", "O", "S", "S", "S"],
  "positions_angstrom": [[-0.6348, 0.2681, -0.0902], [0.6309, -0.6797, 0.0390], [-1.4928, -1.6505, 0.5007], [1.9889, 1.2024, -0.3253], [0.4534, -1.8348, 0.3232], [-2.1154, -0.6369, -0.1646], [-0.4040, 1.8523, 0.1464], [2.2632, -0.1157, -0.1351]],
  "nbo_charge": [-0.420, 0.328, 0.186, 0.159, -0.551, 0.123, 0.108, 0.066],
  "multiplicity": 1,
  "e_above_lowest_kj_mol": 26.98,
  "homo_lumo_gap_ev": 7.91,
  "homo_ev": -9.31,
  "smiles": "O=C(S)C(=S)S",
  "total_charge": 0
}

=====

(3)
{
  "formula": "C2H2S",
  "method": "the ωB97M-V functional and the def2-TZVPD basis",
  "species": ["C", "C", "S", "H", "H"],
  "positions_angstrom": [[-0.6593, 0.7429, 0.0193], [0.4827, 0.5228, -0.0481], [2.1781, 0.1090, -0.0052], [-1.9201, 0.9242, 0.5135], [1.9421, -1.1772, -0.2031]],
  "nbo_charge": [-0.225, -0.278, 0.075, 0.287, 0.141],
  "multiplicity": 1,
  "e_above_lowest_kj_mol": 184.00,
  "homo_lumo_gap_ev": 10.03,
  "homo_ev": -9.29,
  "total_charge": 0
}

=====

(4)
{
  "formula": "C2H36HfO17",
  "method": "the ωB97M-V functional and the def2-TZVPD basis",
  "species": ["Hf", "C", "O", "H", "H", "H", "C", "O", "H", "H", "H", "O", "H", "H", "O", "H", "H", "O", "H", "H", "O", "H", "H", "O", "H", "H", "O", "H", "H", "O", "H", "H", "O", "H", "H", "O", "H", "H", "O", "H", "H", "O", "H", "H", "O", "H", "H", "O", "H", "H", "O", "H", "H", "O", "H", "H"],
  "positions_angstrom": [[1.7238, -0.0783, 2.7312], [4.4528, 0.0627, 0.9272], [3.3378, 0.1007, 1.6262], [4.2348, 0.6367, 0.0622], [4.5458, -0.9543, 0.7492], [5.2528, 0.5467, 1.4772], [-0.0692, -0.5113, -0.0308], [0.5688, 0.0767, 1.1182], [0.6908, -0.5893, -0.7458], [-0.8272, 0.2297, -0.3618], [-0.6032, -1.3663, 0.1642], [0.1978, 3.3357, 0.1232], [0.8918, 2.7237, -0.0058], [0.6528, 4.0877, 0.4932], [-3.3322, -2.5273, 0.0562], [-2.6832, -2.9393, -0.4908], [-3.1882, -1.5923, -0.1198], [-1.4052, 1.8147, 1.8932], [-0.9082, 1.5947, 1.1212], [-1.8842, 1.0457, 2.0842], [-1.9982, 2.4977, -1.5238], [-1.8652, 3.4187, -1.8288], [-1.6062, 2.4927, -0.6538], [2.0848, -2.2393, 1.5482], [2.8148, -2.5733, 0.9712], [1.4818, -2.9833, 1.4012], [2.8808, -1.0423, -2.0308], [2.2478, -1.7353, -1.7918], [3.2828, -0.9033, -1.1868], [2.1918, 1.9787, -1.1348], [2.6958, 1.3827, -0.5768], [2.9588, 2.3827, -1.5338], [-1.3042, -3.0673, -1.6288], [-1.8052, -3.4353, -2.3148], [-0.9792, -2.2763, -2.0718], [0.0578, 1.8337, -3.0098], [-0.8402, 2.0487, -2.7068], [0.6668, 2.0537, -2.3598], [-3.7412, 0.5297, 0.6012], [-4.3812, 1.2097, 0.7992], [-3.6902, 0.2977, -0.3388], [-2.2332, -2.7943, 2.5552], [-2.6862, -2.7303, 1.7152], [-2.7932, -2.5033, 3.2332], [1.7448, 2.1147, 2.2592], [2.3758, 2.4527, 1.6402], [1.2138, 2.8847, 2.5222], [0.0288, -1.4283, 3.2532], [-0.6052, -1.9933, 2.8282], [-0.2572, -1.5873, 4.2012], [-2.9122, -0.1763, -1.7908], [-2.8122, 0.7627, -1.7178], [-3.8312, -0.2793, -2.0458], [-0.2502, -1.0913, -3.2908], [-0.2382, -0.1733, -2.9408], [0.4548, -1.0253, -3.9208]],
  "mulliken_charge": [1.234, -0.546, -1.042, 0.362, 0.279, 0.267, 0.624, 1.309, -0.425, -0.335, 0.726, -0.605, 0.232, 0.329, -0.785, 0.454, 0.324, -0.694, -0.132, 0.366, -0.825, 0.390, 0.212, -0.504, 0.283, 0.313, -0.589, 0.303, 0.243, -0.602, 0.064, 0.292, -0.673, 0.360, 0.314, -0.715, 0.508, 0.288, -0.564, 0.293, 0.352, -0.721, 0.391, 0.304, -0.444, 0.284, 0.351, -0.469, 0.325, 0.323, -0.602, 0.330, 0.330, -0.658, 0.248, 0.322],
  "multiplicity": 1,
  "e_above_lowest_kj_mol": 233.86,
  "homo_lumo_gap_ev": 7.02,
  "homo_ev": -15.89,
  "total_charge": 2
}

=====

(5)
{
  "formula": "C2H36N3O14",
  "method": "the ωB97M-V functional and the def2-TZVPD basis",
  "species": ["C", "N", "C", "N", "N", "H", "H", "H", "H", "H", "H", "H", "H", "H", "H", "O", "H", "H", "O", "H", "H", "O", "H", "H", "O", "H", "H", "O", "H", "H", "O", "H", "H", "O", "H", "H", "O", "H", "H", "O", "H", "H", "O", "H", "H", "O", "H", "H", "O", "H", "H", "O", "H", "H", "O"],
  "positions_angstrom": [[-0.8769, 2.4170, 0.5086], [-1.5059, 1.3964, -0.3943], [-0.8480, 0.2023, -0.4390], [-0.9365, -0.4846, -1.6401], [-0.3031, -0.4978, 0.6302], [-0.9687, 2.1954, 1.5821], [-1.3651, 3.4748, 0.6058], [0.0645, 2.7155, -0.0295], [-2.0452, 1.7815, -1.2067], [-1.3046, -0.0122, -2.4469], [-0.4352, -1.4590, -1.8018], [0.3204, -1.3203, 0.4099], [0.0149, -0.0448, 1.4020], [-2.3710, 1.2093, 2.7986], [-2.1095, 2.7385, 3.0718], [-1.9493, 1.8803, 3.4218], [-1.9447, 1.9787, -3.6888], [-0.7379, 2.4124, -2.9835], [-1.6693, 2.1792, -2.8113], [3.2985, -3.0816, 1.3483], [2.0484, -2.2329, 0.9584], [2.6398, -2.4607, 1.6236], [2.5693, -0.7894, 2.0947], [1.9139, 0.4450, 2.6648], [2.4189, 0.1807, 1.9433], [0.2506, -0.0802, 4.1015], [-0.3270, 1.1926, 3.6638], [0.3611, 0.5721, 3.4841], [-3.8819, -0.5161, -0.9925], [-4.5636, -1.1570, 0.3404], [-3.9171, -1.2495, -0.3226], [2.1117, -0.3717, -3.2634], [3.4639, -1.0900, -2.9636], [2.6810, -0.7867, -2.4999], [1.5731, 2.4623, -1.9182], [2.1044, 3.5159, -2.7760], [1.3449, 2.9280, -2.7521], [-1.4923, -3.7365, 0.2361], [-2.0805, -2.9155, -0.8291], [-1.3166, -3.1231, -0.4145], [1.2959, -3.2532, -1.2798], [1.9035, -1.7753, -1.2810], [1.5120, -2.4654, -0.7546], [2.3510, 1.4913, 0.2421], [2.4920, 0.6175, -1.1213], [2.0279, 1.3823, -0.7184], [2.1005, -1.8963, 3.3636], [1.3040, -2.9748, 4.3345], [1.1666, -2.0337, 3.7726], [-3.5188, -0.5990, 2.9243], [-2.7801, -0.5996, 1.4779], [-3.2120, -0.0078, 2.1806], [1.0253, 0.3980, -5.3629], [1.0563, 1.0646, -4.0611], [1.0469, 0.1831, -4.4325]],
  "nbo_charge": [-0.487, -0.626, 0.709, -0.826, -0.785, 0.244, 0.230, 0.226, 0.462, 0.416, 0.451, 0.440, 0.433, 0.504, 0.471, -0.986, 0.485, 0.512, -0.963, 0.499, 0.499, -0.972, 0.478, 0.494, -1.009, 0.491, 0.504, -0.991, 0.491, 0.492, -0.976, 0.518, 0.497, -1.017, 0.506, 0.489, -1.022, 0.478, 0.478, -0.950, 0.507, 0.511, -1.005, 0.537, 0.513, -1.025, 0.490, 0.485, -0.986, 0.500, 0.518, -0.973, 0.498, 0.497, -0.958],
  "multiplicity": 1,
  "homo_lumo_gap_ev": 10.37,
  "homo_ev": -12.89,
  "total_charge": 1
}

=====

(6)
{
  "formula": "C2H37O17",
  "method": "the ωB97M-V functional and the def2-TZVPD basis",
  "species": ["C", "C", "O", "H", "H", "H", "H", "H", "O", "H", "H", "O", "H", "H", "O", "H", "H", "O", "H", "H", "O", "H", "H", "O", "H", "H", "O", "H", "H", "O", "H", "H", "O", "H", "H", "O", "H", "H", "O", "H", "H", "O", "H", "H", "O", "H", "H", "O", "H", "H", "O", "H", "H", "O", "H", "H"],
  "positions_angstrom": [[1.7371, 0.2431, -0.3142], [0.2541, -0.2009, -0.3482], [-0.2579, -0.4409, 0.9108], [1.8951, 1.1231, 0.1588], [2.0501, 0.2871, -1.2982], [2.2901, -0.4449, 0.2918], [0.1001, -1.0729, -0.8992], [-0.3019, 0.7091, -0.7102], [1.0731, 2.7871, -1.9812], [1.8781, 2.9341, -1.4842], [1.1351, 2.1271, -2.6482], [-0.1919, 3.1631, 0.3968], [-0.1609, 2.5281, 1.1268], [0.5071, 2.6571, -0.0752], [1.0051, 0.5511, -3.7072], [0.1721, 0.7011, -4.1392], [0.8511, -0.3849, -3.4642], [-1.6439, -3.1619, 1.6548], [-0.9959, -2.5199, 1.3078], [-1.9099, -3.3739, 0.7958], [-2.1569, -0.1769, -2.7022], [-1.6809, 0.6341, -2.3182], [-2.8679, -0.3939, -2.0602], [2.2891, -3.3489, -0.5702], [2.1341, -3.1029, 0.3338], [1.9961, -2.5919, -1.1482], [-1.6979, 2.3811, -2.2162], [-0.9459, 2.4821, -1.6432], [-2.3079, 2.8291, -1.6402], [-3.2589, -1.1369, 0.1758], [-3.9489, -0.6239, -0.2642], [-2.8659, -0.5749, 0.8178], [-1.2909, -0.4049, 3.4818], [-0.8119, -1.1119, 3.8578], [-0.7929, -0.3619, 2.6608], [3.1131, 3.4251, 1.4568], [3.2151, 3.5731, 2.3708], [2.8471, 4.1861, 1.0138], [-1.8709, -2.7379, -1.3642], [-2.5589, -3.3769, -1.4812], [-2.3529, -2.1969, -0.7832], [0.8701, 1.5481, 2.3128], [0.7131, 0.8161, 1.6648], [1.6841, 2.0491, 2.0468], [1.7071, -2.2459, 2.0398], [1.0981, -1.7319, 1.4978], [1.2441, -2.7919, 2.6668], [2.1121, -0.1769, 3.8038], [1.6611, 0.6081, 3.5118], [1.8811, -0.8809, 3.1978], [-2.4019, 1.3421, 1.2488], [-2.7519, 1.9291, 0.6058], [-1.6019, 0.9651, 0.9028], [0.3911, -2.2299, -3.0392], [-0.0249, -2.8589, -3.6002], [-0.2549, -1.9239, -2.4122]],
  "nbo_charge": [-0.657, -0.035, -1.042, 0.180, 0.208, 0.208, 0.144, 0.110, -0.986, 0.477, 0.512, -0.989, 0.495, 0.466, -0.984, 0.475, 0.510, -0.949, 0.482, 0.456, -0.996, 0.500, 0.460, -0.975, 0.487, 0.477, -0.950, 0.505, 0.468, -0.967, 0.463, 0.528, -0.948, 0.447, 0.491, -0.946, 0.481, 0.478, -0.968, 0.456, 0.491, -1.014, 0.513, 0.484, -0.992, 0.510, 0.486, -1.012, 0.485, 0.475, -0.956, 0.453, 0.498, -0.980, 0.478, 0.512],
  "multiplicity": 1,
  "e_above_lowest_kj_mol": 305.51,
  "homo_lumo_gap_ev": 8.28,
  "homo_ev": -5.83,
  "total_charge": -1
}

=====

(7)
{
  "formula": "C2H38BeFO19",
  "method": "the ωB97M-V functional and the def2-TZVPD basis",
  "species": ["Be", "F", "O", "C", "C", "O", "H", "H", "H", "H", "O", "H", "H", "O", "H", "H", "O", "H", "H", "O", "H", "H", "O", "H", "H", "O", "H", "H", "O", "H", "H", "O", "H", "H", "O", "H", "H", "O", "H", "H", "O", "H", "H", "O", "H", "H", "O", "H", "H", "O", "H", "H", "O", "H", "H", "O", "H", "H", "O", "H", "H"],
  "positions_angstrom": [[-11.8410, -11.3460, 6.6060], [-12.1540, -10.1330, 5.7040], [-13.9310, -8.8440, 9.4480], [-13.4800, -10.0020, 8.7510], [-11.9810, -10.2310, 9.0650], [-11.4540, -11.1100, 8.1170], [-13.8260, -9.6680, 7.8530], [-14.1780, -10.7290, 9.2440], [-11.7730, -10.6030, 10.0770], [-11.4730, -9.2880, 8.9840], [-10.7530, -6.1580, 9.4400], [-10.8780, -6.2770, 10.3530], [-11.5910, -6.5190, 9.0090], [-10.4150, -12.1410, 5.9060], [-10.4490, -12.1580, 4.9520], [-9.6970, -11.5050, 6.0900], [-9.5380, -8.1650, 7.8420], [-9.8630, -8.9340, 8.2890], [-9.9270, -7.5170, 8.4660], [-12.9230, -12.6100, 6.5800], [-12.6260, -13.5320, 6.8350], [-13.8510, -12.4850, 6.8280], [-16.1980, -8.3520, 7.8850], [-15.2910, -8.4180, 8.2880], [-16.5610, -9.2280, 7.9230], [-8.9570, -10.6080, 9.1590], [-9.8640, -10.8800, 8.9970], [-8.4830, -11.3030, 8.6810], [-13.8850, -7.6120, 11.6510], [-13.8680, -8.0320, 10.7460], [-12.9750, -7.3120, 11.8130], [-15.3500, -11.0800, 5.6950], [-15.2550, -10.1750, 5.4900], [-15.9070, -11.0190, 6.4540], [-10.8380, -13.0740, 9.6380], [-11.6160, -13.6760, 9.7540], [-11.1100, -12.2490, 9.2050], [-10.5170, -12.1300, 12.1010], [-10.6440, -12.5870, 11.2740], [-9.5340, -12.2250, 12.0870], [-17.0160, -11.1060, 8.0740], [-17.6630, -11.6910, 7.6670], [-16.3590, -11.7180, 8.4140], [-13.9750, -11.8620, 11.2990], [-13.8690, -11.0460, 10.8210], [-14.9200, -11.9060, 11.3500], [-12.8500, -7.0250, 7.9880], [-13.1480, -7.9010, 8.3240], [-12.9410, -7.0240, 7.0570], [-13.3840, -14.1370, 10.1280], [-13.2910, -14.5970, 10.9880], [-13.5210, -13.3080, 10.5450], [-15.3060, -5.8750, 8.9120], [-15.9550, -6.3410, 8.3900], [-14.5560, -6.4960, 8.8610], [-11.9980, -9.7980, 12.3550], [-11.4540, -10.5540, 12.2440], [-12.2270, -9.4570, 11.4950], [-16.1330, -9.4700, 10.6740], [-16.5480, -8.5820, 10.7090], [-15.3140, -9.3390, 10.1960]],
  "nbo_charge": [1.712, -0.889, -1.007, -0.122, -0.105, -1.105, 0.197, 0.119, 0.171, 0.171, -0.987, 0.463, 0.509, -0.978, 0.505, 0.523, -0.969, 0.458, 0.487, -1.015, 0.524, 0.538, -1.016, 0.495, 0.482, -0.949, 0.479, 0.455, -0.989, 0.496, 0.443, -0.969, 0.485, 0.473, -1.029, 0.495, 0.497, -0.979, 0.491, 0.467, -0.934, 0.477, 0.481, -0.937, 0.493, 0.482, -0.991, 0.504, 0.483, -0.978, 0.468, 0.496, -0.969, 0.472, 0.484, -0.960, 0.486, 0.459, -1.010, 0.481, 0.486],
  "multiplicity": 1,
  "e_above_lowest_kj_mol": 83.10,
  "homo_lumo_gap_ev": 7.67,
  "homo_ev": -6.16,
  "total_charge": -1
}

=====

(8)
{
  "formula": "C2H3AgO3",
  "method": "the ωB97M-V functional and the def2-TZVPD basis",
  "species": ["O", "C", "C", "O", "Ag", "H", "H", "O", "H"],
  "positions_angstrom": [[0.3796, 1.0642, 1.3787], [-0.2834, 0.5842, 0.3408], [-0.7324, -0.5074, -0.5572], [2.1579, 0.6470, -0.5600], [1.8637, -0.6586, 0.7185], [-1.8146, -0.6969, -0.5121], [-0.3202, -0.5430, -1.5732], [-0.1220, -1.1935, 0.5254], [-1.1286, 1.3039, 0.2391]],
  "nbo_charge": [-0.672, 0.417, -0.140, -0.974, 0.904, 0.148, 0.161, -0.877, 0.034],
  "multiplicity": 2,
  "homo_lumo_gap_ev": [7.04, 6.99],
  "homo_ev": [-3.13, -3.00],
  "total_charge": -1
}

=====

(9)
{
  "formula": "C2H3BO3",
  "method": "the ωB97M-V functional and the def2-TZVPD basis",
  "species": ["B", "C", "C", "O", "O", "O", "H", "H", "H"],
  "positions_angstrom": [[-0.9964, -0.0308, 0.0579], [1.0962, 0.8192, 0.0381], [1.2071, -0.5055, 0.0715], [-0.2698, 1.1640, 0.1214], [-0.0547, -1.0933, 0.1344], [-2.3085, -0.1440, 0.0326], [1.8441, 1.6754, 0.0830], [2.1238, -0.9987, -0.1400], [-2.6418, -0.8864, -0.3989]],
  "nbo_charge": [1.235, 0.035, 0.029, -0.675, -0.674, -0.876, 0.217, 0.205, 0.504],
  "multiplicity": 1,
  "e_above_lowest_kj_mol": 40.60,
  "homo_lumo_gap_ev": 9.62,
  "homo_ev": -9.09,
  "smiles": "OB1OC=CO1",
  "total_charge": 0
}

=====

| no. | DFT total energy (Eh) |
| --- | --- |
| 1 | -1347.16009 |
| 2 | -1347.18129 |
| 3 | -475.46565 |
| 4 | -1424.33182 |
| 5 | -1315.20300 |
| 6 | -1377.50657 |
| 7 | -1643.36535 |
| 8 | -450.42197 |
| 9 | -328.68537 |